1.
186
Properties=species:S:1:pos:R:3:lowdin_charge:R:1 method="wB97M-V/def2-TZVPD" homo_lumo_gap_ev="7.9777 / 8.3965" spin_multiplicity=6 e_tot_ha=-4514.5666 e_homo_ev="-7.45 / -7.87" max_force_ev_per_a=3.048
Mn 2.08 -2.38 -0.36 0.878
F 0.48 -1.10 0.07 -0.451
F 3.72 -3.72 -0.79 -0.585
C -4.23 -1.16 3.60 -0.023
C -3.35 -2.34 3.08 -0.476
C -4.23 -3.63 3.17 -0.136
C -5.36 -3.80 2.13 -0.189
C -4.77 -3.66 0.71 -0.123
C -3.93 -2.34 0.57 -0.437
N -2.97 -2.15 1.69 -0.138
O -2.16 -1.07 1.48 -0.028
C -3.05 -2.61 -0.71 -0.013
C -4.87 -1.11 0.35 0.001
C -2.09 -2.49 3.96 -0.013
H -3.73 -0.20 3.49 0.078
H -4.33 -1.36 4.67 0.075
H -5.24 -1.08 3.19 0.066
H -3.62 -4.53 3.05 0.105
H -4.54 -3.80 4.20 0.115
H -6.02 -2.95 2.28 0.089
H -5.84 -4.77 2.24 0.113
H -5.76 -3.59 0.27 0.119
H -4.18 -4.57 0.63 0.120
H -2.20 -3.27 -0.52 0.066
H -3.70 -2.89 -1.54 0.063
H -2.62 -1.65 -0.99 0.062
H -4.38 -0.14 0.42 0.078
H -5.12 -1.31 -0.69 0.070
H -5.78 -1.26 0.93 0.068
H -2.32 -2.40 5.02 0.084
H -1.28 -1.79 3.79 0.053
H -1.68 -3.49 3.77 0.074
H -1.40 -1.40 0.98 0.044
C -1.27 -3.84 -6.78 -0.044
C -2.65 -3.13 -6.52 -0.439
C -3.26 -4.03 -5.33 -0.121
C -4.36 -3.33 -4.55 -0.191
C -4.08 -1.90 -4.08 -0.117
C -3.54 -1.03 -5.30 -0.495
N -2.48 -1.76 -5.99 -0.126
O -1.78 -1.01 -6.92 -0.006
C -4.65 -0.50 -6.18 -0.026
C -2.91 0.19 -4.56 -0.040
C -3.56 -3.24 -7.82 -0.015
H -0.57 -3.49 -6.03 0.067
H -0.78 -3.50 -7.69 0.076
H -1.23 -4.92 -6.66 0.082
H -3.68 -4.90 -5.84 0.111
H -2.44 -4.42 -4.74 0.096
H -4.72 -3.85 -3.67 0.102
H -5.22 -3.36 -5.23 0.103
H -3.26 -2.07 -3.38 0.086
H -4.94 -1.42 -3.61 0.122
H -4.26 0.07 -7.03 0.094
H -5.14 -1.39 -6.56 0.058
H -5.32 0.06 -5.52 0.091
H -2.53 0.96 -5.24 0.082
H -3.54 0.68 -3.82 0.076
H -2.04 -0.19 -4.03 0.063
H -4.57 -2.92 -7.54 0.054
H -3.48 -4.28 -8.12 0.079
H -3.20 -2.59 -8.61 0.079
H -0.90 -1.02 -6.55 0.099
C 0.92 -1.04 -3.07 -0.074
O 1.99 -1.68 -2.38 -0.256
C 3.13 -0.92 -2.46 -0.226
C 3.34 0.03 -1.25 -0.178
N 3.67 -0.79 -0.08 -0.060
C 3.63 0.12 1.06 -0.173
C 4.83 1.14 1.20 -0.151
O 4.66 2.29 0.35 -0.253
C 5.78 3.10 0.40 -0.115
H 0.87 0.04 -3.04 0.077
H -0.09 -1.36 -2.80 0.087
H 0.95 -1.16 -4.16 0.093
H 3.22 -0.35 -3.38 0.125
H 3.91 -1.68 -2.57 0.130
H 2.43 0.63 -1.21 0.090
H 4.11 0.73 -1.55 0.119
H 4.67 -0.91 -0.20 0.123
H 3.80 -0.45 1.97 0.095
H 2.70 0.67 1.24 0.115
H 5.69 0.64 0.75 0.123
H 4.90 1.42 2.25 0.123
H 6.76 2.62 0.30 0.098
H 5.67 3.50 1.41 0.079
H 5.59 4.00 -0.19 0.092
C 0.73 0.31 3.85 -0.081
O 1.50 -0.72 4.47 -0.229
C 2.74 -0.33 5.07 -0.156
C 2.67 0.81 6.23 -0.176
N 2.68 2.14 5.70 -0.072
C 2.32 3.14 6.70 -0.189
C 0.83 3.13 7.12 -0.212
O -0.01 3.39 6.01 -0.214
C -1.39 3.42 6.31 -0.115
H 0.26 0.86 4.66 0.086
H -0.10 -0.04 3.24 0.070
H 1.30 0.95 3.17 0.075
H 3.37 -0.01 4.24 0.097
H 3.10 -1.29 5.44 0.114
H 3.43 0.72 7.01 0.120
H 1.67 0.59 6.60 0.099
H 2.05 2.30 4.93 0.076
H 2.54 4.16 6.37 0.112
H 2.94 3.01 7.59 0.115
H 0.67 3.92 7.85 0.118
H 0.57 2.18 7.59 0.111
H -1.62 4.01 7.19 0.087
H -1.82 2.42 6.44 0.087
H -1.99 3.79 5.48 0.081
C 0.62 -4.50 -2.43 -0.072
O 0.80 -3.94 -1.16 -0.261
C 0.13 -4.73 -0.14 -0.164
C 0.38 -4.00 1.12 -0.232
N 1.76 -3.69 1.38 -0.087
C 1.88 -3.09 2.72 -0.153
C 1.99 -4.22 3.77 -0.183
O 3.18 -4.89 3.41 -0.188
C 3.49 -6.06 4.13 -0.109
H 1.09 -3.71 -3.03 0.080
H -0.43 -4.62 -2.69 0.093
H 1.23 -5.39 -2.60 0.106
H 0.49 -5.76 -0.08 0.137
H -0.94 -4.82 -0.29 0.113
H 0.20 -4.73 1.91 0.118
H -0.32 -3.17 1.26 0.104
H 2.17 -4.60 1.51 0.118
H 1.04 -2.44 2.96 0.105
H 2.81 -2.53 2.77 0.115
H 1.16 -4.93 3.72 0.118
H 2.09 -3.71 4.73 0.122
H 4.48 -6.44 3.86 0.089
H 2.87 -6.95 4.01 0.082
H 3.50 -5.85 5.20 0.084
C 3.10 5.41 2.27 -0.052
C 2.35 4.16 1.96 -0.476
C 0.96 4.18 2.55 -0.128
O 0.40 2.89 2.15 -0.252
C -0.93 2.78 2.48 -0.120
N 2.29 4.00 0.55 0.087
H 2.99 5.61 3.34 0.076
H 2.91 6.31 1.68 0.083
H 4.17 5.25 2.13 0.065
H 2.86 3.32 2.42 0.132
H 0.34 4.97 2.12 0.136
H 1.05 4.36 3.63 0.116
H -1.23 1.77 2.18 0.087
H -1.58 3.52 2.02 0.094
H -0.87 2.91 3.56 0.072
H 1.57 3.33 0.32 0.028
H 3.19 3.58 0.34 0.043
C -1.81 1.31 -1.16 -0.038
C -0.64 2.26 -1.47 -0.393
C -0.95 3.77 -1.43 -0.142
O -1.69 4.25 -2.62 -0.196
C -1.95 5.65 -2.49 -0.110
N 0.47 1.89 -0.62 0.040
H -2.61 1.41 -1.90 0.060
H -2.30 1.32 -0.18 0.070
H -1.57 0.26 -1.30 0.049
H -0.22 2.04 -2.45 0.110
H 0.01 4.28 -1.33 0.095
H -1.62 3.94 -0.59 0.118
H -2.41 6.16 -3.34 0.086
H -1.03 6.15 -2.17 0.077
H -2.72 5.72 -1.73 0.079
H 0.47 0.89 -0.51 0.039
H 0.18 2.02 0.34 0.050
C 4.27 3.88 -3.61 -0.069
C 2.94 3.92 -2.90 -0.444
C 2.16 5.13 -3.38 -0.168
O 2.79 6.41 -3.12 -0.179
C 3.06 6.65 -1.75 -0.113
N 2.30 2.65 -3.19 0.083
H 4.14 3.62 -4.66 0.080
H 4.93 3.13 -3.17 0.067
H 4.88 4.79 -3.57 0.076
H 3.18 3.96 -1.84 0.101
H 1.21 5.07 -2.85 0.093
H 1.91 5.13 -4.44 0.135
H 3.64 5.89 -1.22 0.060
H 2.09 6.80 -1.27 0.084
H 3.65 7.54 -1.55 0.084
H 1.66 2.53 -2.41 0.017
H 1.63 2.74 -3.94 0.078


2.
202
Properties=species:S:1:pos:R:3:lowdin_charge:R:1 method="wB97M-V/def2-TZVPD" homo_lumo_gap_ev=1.0632 e_tot_ha=-5107.6403 e_homo_ev=-9.49 charge=+1 de_lowest_kj_mol=1128.6 max_force_ev_per_a=10.556
Sn -28.88 19.03 9.69 1.538
N -24.93 21.00 9.05 -0.294
S -23.95 21.88 9.85 0.447
O -24.07 23.35 9.77 -0.308
O -22.55 21.61 10.11 -0.277
F -24.69 21.52 11.28 -0.267
S -23.87 20.96 7.76 0.545
O -23.04 19.80 7.70 -0.261
O -23.35 22.27 7.25 -0.288
F -25.01 20.79 6.64 -0.226
C -28.85 19.36 4.95 -0.109
O -28.55 18.27 5.79 -0.232
C -28.48 16.97 5.24 -0.213
C -27.56 16.08 6.05 -0.143
N -28.18 15.81 7.40 -0.032
C -27.48 14.80 8.13 -0.243
C -26.23 15.13 8.91 -0.256
O -26.54 16.10 9.85 -0.215
C -25.42 16.41 10.63 -0.107
H -29.81 19.32 4.44 0.088
H -28.17 19.46 4.10 0.098
H -28.92 20.27 5.54 0.087
H -28.16 17.10 4.20 0.130
H -29.44 16.46 5.16 0.124
H -26.61 16.56 6.27 0.131
H -27.47 15.18 5.43 0.130
H -29.10 15.39 7.32 0.110
H -27.30 13.89 7.56 0.131
H -28.12 14.39 8.91 0.126
H -25.41 15.44 8.26 0.126
H -25.65 14.25 9.19 0.136
H -25.74 16.96 11.52 0.082
H -24.71 17.15 10.25 0.102
H -24.93 15.54 11.06 0.102
C -30.85 15.19 15.65 -0.100
O -30.56 16.42 16.29 -0.207
C -31.40 17.54 15.80 -0.155
C -30.99 18.05 14.37 -0.227
N -29.58 18.02 14.20 -0.040
C -28.79 18.98 14.90 -0.192
C -29.32 20.45 14.90 -0.205
O -29.36 20.80 13.53 -0.218
C -29.40 22.19 13.25 -0.105
H -31.82 14.90 16.03 0.093
H -30.20 14.41 16.06 0.095
H -30.80 15.32 14.57 0.084
H -31.44 18.37 16.50 0.119
H -32.46 17.31 15.68 0.117
H -31.51 19.00 14.30 0.113
H -31.48 17.45 13.60 0.104
H -29.38 17.15 14.67 0.091
H -27.81 19.13 14.44 0.118
H -28.58 18.76 15.94 0.128
H -28.73 21.09 15.56 0.129
H -30.31 20.55 15.36 0.112
H -30.26 22.79 13.56 0.090
H -29.37 22.33 12.17 0.074
H -28.56 22.74 13.67 0.095
C -21.95 28.79 19.22 -0.146
O -22.19 28.30 17.93 -0.200
C -22.87 29.33 17.17 -0.179
C -22.09 29.62 15.84 -0.211
N -22.17 28.56 14.89 -0.104
C -21.29 28.74 13.72 -0.213
C -21.53 27.70 12.63 -0.224
O -20.71 27.75 11.48 -0.191
C -21.14 26.99 10.38 -0.103
H -22.80 29.09 19.83 0.090
H -21.25 29.59 19.01 0.091
H -21.39 28.03 19.77 0.087
H -23.03 30.22 17.78 0.106
H -23.90 29.01 17.00 0.116
H -21.03 29.72 16.07 0.117
H -22.55 30.42 15.26 0.122
H -21.85 27.70 15.31 0.106
H -20.28 28.69 14.13 0.115
H -21.41 29.77 13.38 0.119
H -22.57 27.96 12.42 0.121
H -21.37 26.73 13.10 0.126
H -22.15 27.35 10.20 0.079
H -21.22 25.90 10.45 0.089
H -20.53 27.37 9.55 0.090
C -22.93 21.89 16.98 -0.074
O -22.86 20.44 17.11 -0.213
C -22.28 19.76 15.99 -0.220
C -22.17 18.27 16.25 -0.174
N -23.42 17.56 16.64 -0.045
C -23.30 16.19 16.96 -0.243
C -24.64 15.51 17.18 -0.215
O -24.92 15.57 18.59 -0.183
C -26.20 14.89 18.95 -0.064
H -23.81 22.22 17.53 0.080
H -23.13 22.09 15.93 0.079
H -22.12 22.52 17.35 0.084
H -21.33 20.22 15.73 0.129
H -23.05 19.91 15.23 0.117
H -21.39 18.13 16.99 0.121
H -21.88 17.78 15.32 0.120
H -23.99 18.10 17.28 0.119
H -22.54 16.01 17.72 0.129
H -22.76 15.72 16.13 0.117
H -24.42 14.52 16.79 0.112
H -25.41 15.89 16.50 0.116
H -27.02 15.23 18.32 0.071
H -26.46 15.17 19.97 0.081
H -26.11 13.81 18.93 0.080
C -17.84 22.76 4.88 -0.059
O -16.41 23.05 4.41 -0.171
C -16.30 24.35 3.79 -0.240
C -15.92 25.55 4.66 -0.244
N -15.72 26.78 3.93 -0.064
C -15.58 27.82 4.92 -0.209
C -15.28 29.17 4.17 -0.232
O -14.00 29.26 3.63 -0.211
C -13.61 30.54 3.20 -0.104
H -17.87 21.98 5.64 0.073
H -18.44 22.37 4.06 0.072
H -18.50 23.51 5.32 0.076
H -17.24 24.71 3.37 0.110
H -15.57 24.39 2.98 0.116
H -15.03 25.16 5.17 0.122
H -16.77 25.75 5.31 0.119
H -14.90 26.92 3.36 0.112
H -14.81 27.62 5.65 0.119
H -16.50 28.00 5.48 0.116
H -15.25 29.87 5.01 0.108
H -15.98 29.55 3.43 0.124
H -13.45 31.10 4.12 0.091
H -14.30 31.00 2.49 0.086
H -12.70 30.44 2.60 0.088
C -23.72 22.98 -2.75 -0.093
O -23.84 23.35 -1.34 -0.235
C -23.27 24.68 -0.99 -0.152
C -23.81 25.17 0.42 -0.169
N -25.29 25.12 0.34 -0.076
C -25.87 24.71 1.65 -0.193
C -27.39 24.92 1.50 -0.257
O -28.10 23.83 0.99 -0.173
C -28.07 23.78 -0.43 -0.099
H -22.72 22.83 -3.17 0.079
H -24.32 23.63 -3.38 0.083
H -24.11 21.97 -2.69 0.081
H -23.58 25.38 -1.77 0.110
H -22.18 24.62 -1.00 0.109
H -23.47 26.19 0.56 0.108
H -23.61 24.53 1.28 0.103
H -25.55 24.45 -0.36 0.053
H -25.62 25.48 2.38 0.115
H -25.61 23.74 2.07 0.121
H -27.52 25.90 1.04 0.123
H -27.74 25.02 2.53 0.111
H -27.04 23.61 -0.75 0.069
H -28.40 24.71 -0.89 0.091
H -28.79 23.04 -0.77 0.089
C -29.29 26.45 8.44 -0.102
O -30.66 26.09 8.71 -0.233
C -31.57 27.21 8.28 -0.162
C -32.90 26.48 8.05 -0.206
N -33.37 25.45 9.04 -0.041
C -33.51 26.03 10.43 -0.196
C -34.59 27.06 10.76 -0.195
O -35.82 26.31 10.64 -0.211
C -36.95 27.09 10.97 -0.121
H -29.10 27.25 9.16 0.086
H -29.21 26.85 7.42 0.077
H -28.53 25.68 8.55 0.081
H -31.22 27.65 7.35 0.116
H -31.72 27.92 9.10 0.112
H -32.91 25.88 7.14 0.106
H -33.65 27.23 7.77 0.110
H -32.73 24.69 9.20 0.082
H -32.59 26.50 10.78 0.099
H -33.74 25.13 10.99 0.113
H -34.80 27.82 10.00 0.115
H -34.47 27.41 11.78 0.124
H -37.15 27.33 12.02 0.084
H -37.82 26.75 10.42 0.090
H -36.75 28.09 10.58 0.070
C -18.11 7.14 10.51 -0.134
O -17.57 8.43 10.78 -0.216
C -18.11 8.96 12.07 -0.146
C -17.03 9.94 12.67 -0.183
N -16.93 11.25 11.95 -0.064
C -17.95 12.25 12.42 -0.182
C -17.95 13.52 11.43 -0.205
O -19.01 13.67 10.50 -0.185
C -18.76 14.64 9.52 -0.139
H -19.12 6.93 10.85 0.080
H -17.42 6.37 10.86 0.085
H -18.17 7.13 9.42 0.083
H -18.29 8.15 12.79 0.110
H -18.99 9.52 11.76 0.112
H -16.02 9.54 12.65 0.107
H -17.18 10.12 13.74 0.105
H -17.22 11.06 11.00 0.091
H -17.71 12.59 13.43 0.102
H -18.98 11.92 12.55 0.100
H -16.96 13.46 10.99 0.113
H -17.91 14.40 12.06 0.110
H -18.43 15.64 9.81 0.089
H -19.61 14.67 8.84 0.086
H -17.96 14.32 8.85 0.082